This record from the Open Molecules 2025 dataset describes a 21-piece molecular cluster, C75H204N12O21 overall. The level of theory is the ωB97M-V functional and the def2-TZVPD basis.

As for the HOMO energy: -8.642 eV. For the LUMO energy, the calculation gives 0.02036 hartree. Its spin multiplicity is 1. The frontier orbital gap is 0.338 hartree.

Geometry (Å):
O: -0.4623 8.5737 -4.7378
C: -0.4339 -3.5346 1.5035
C: 9.0417 -6.1245 -2.4430
H: -3.6068 0.3442 4.6548
H: 2.4943 -0.6867 -0.4843
N: 5.1133 -3.2259 -7.0773
H: 5.5211 -2.6150 -4.2088
H: 0.3545 3.4245 -9.0884
H: -4.9281 0.3962 6.7174
C: 4.2792 -6.1041 0.3270
C: -5.6509 -0.3685 -0.4606
H: 4.4958 -9.3069 -0.8649
O: 9.1342 -3.4814 -1.4403
H: -4.4676 -5.8894 2.6898
C: 5.8918 -2.7750 5.3078
H: -0.3245 2.8100 3.1459
H: 6.1825 -1.9264 2.6204
C: 0.0401 -0.6450 -2.7347
H: 1.9563 -2.9598 -3.7870
C: 5.5245 -4.0713 -5.9417
C: 4.6055 -8.5083 -0.1147
N: 7.5752 -6.7304 -0.6234
H: 0.9215 2.2488 -7.9098
H: -3.3995 -3.0309 0.5100
H: -3.0883 -5.2776 1.8784
H: -0.9237 7.3292 -2.3076
H: -2.1020 -4.5941 3.7558
H: -1.4835 -1.7420 -3.2227
C: 0.1526 9.4085 -5.7176
H: 1.9770 6.6833 -4.0287
H: -8.3631 -3.3174 4.5842
C: 5.0461 3.7086 -0.2647
H: 8.1034 -4.1428 0.2113
H: -7.7316 -0.6840 -0.5246
H: 1.4885 2.4401 -2.2625
H: 9.5195 -1.5840 -1.5189
C: 0.2772 2.3678 -8.8665
H: 2.0036 4.3278 1.7908
H: 4.3465 -2.5847 -6.7928
H: -5.2408 6.7746 -2.8229
H: -2.1010 2.5751 2.7865
H: -2.3250 8.9730 -5.5498
C: 8.2362 -4.3967 -0.8592
N: -3.9543 2.4613 0.4807
H: 4.1200 -3.6546 1.2925
O: -2.3097 -5.3329 4.3591
H: 5.6710 -8.3355 0.0012
O: 3.5828 -2.4706 4.5980
H: 9.9662 -5.6825 -2.8239
C: 3.4319 1.9922 5.2314
H: 1.7053 -4.5517 4.2152
C: 1.2953 5.5297 3.1662
H: -0.1214 3.0268 -2.9549
H: -7.0796 -0.8433 1.1930
H: -3.3545 4.4810 0.6709
H: -3.1015 2.4271 -5.3694
O: -1.9507 0.2980 1.7543
C: 0.3561 -0.1565 -4.1431
C: 8.6295 -2.1746 -1.3874
C: 4.0866 -7.2343 -0.6334
H: -6.9471 5.2453 1.4817
H: -1.5330 -6.6860 3.0481
C: 1.3331 -2.9294 -0.2139
H: -2.5741 -2.8978 -6.7704
C: -2.4821 7.9884 -3.6508
H: 4.4296 -6.1784 -2.3543
H: 8.1509 -5.8893 -3.0651
O: 2.3958 -4.9705 6.1229
H: -7.3176 2.8712 1.2033
C: 4.9002 -2.7125 4.1480
H: 3.0767 2.2669 0.9878
H: 1.9168 4.9305 -0.6520
C: 2.8617 2.3876 -0.1068
H: 5.9204 -2.6196 -7.3146
C: 4.9637 -3.5318 -4.6073
H: 0.7473 2.5309 5.6156
H: 1.3029 9.2445 -5.5558
C: -5.5841 6.0109 -2.1612
H: -1.6396 0.5017 -2.4065
H: 5.5879 -0.7588 3.8067
H: -6.2265 -2.2039 -1.5103
H: -0.7063 5.0955 2.3836
H: 9.4413 -6.0601 -0.3754
H: -8.0129 -2.0322 5.8591
C: -5.4581 -1.8665 -0.7405
H: 0.7120 -2.1574 -0.6533
O: -1.3439 2.5019 -6.2418
C: 2.3540 6.3631 -5.0357
H: -1.5855 -1.8478 -5.8048
O: 3.8787 -4.9188 -0.3199
H: 1.5525 -6.3178 2.4164
C: 3.6048 -6.7428 4.2021
C: 1.7488 5.0259 -5.3616
C: 7.0036 -4.1864 -5.9018
H: -7.2342 0.7381 0.4463
H: 4.5733 -7.8411 -2.5061
O: -0.6150 -1.9723 -2.8600
H: 2.9409 2.7569 4.5540
C: -2.6012 -2.2079 -5.9612
H: 0.3285 0.8219 0.6974
H: 0.9171 -0.8851 -2.1252
H: -3.9099 -3.1192 4.6216
C: 2.3031 1.1282 5.8851
N: 0.3405 5.1613 -5.6197
H: 6.1242 -1.8379 5.7949
C: 3.0124 -2.8082 -3.6934
H: -1.5416 3.0289 -0.3957
C: -1.9052 4.4202 6.1524
H: -4.6686 1.3262 8.2791
H: -2.2565 -2.6335 -0.7941
N: 2.7654 4.8334 -0.1439
H: 3.6080 0.0210 0.7932
H: -5.1849 -3.4035 -4.0858
H: 3.4172 -3.1967 5.2857
H: -3.0307 -1.3924 0.2615
H: -3.5136 8.4557 -3.4483
H: -0.0758 5.5116 -4.7786
H: -1.4333 1.8329 -10.6677
O: 3.6281 -3.1863 -4.8892
C: -1.0994 2.3539 2.4936
H: 3.0514 -7.3531 -0.8954
H: 1.7246 3.0770 -4.7420
H: 0.4415 3.6196 -1.4554
C: -3.5837 3.7388 -0.1225
C: 1.2330 2.0395 6.4136
O: 3.3675 1.3461 -0.8956
H: -2.4664 4.1269 -5.4607
H: -1.2118 -2.7675 1.2725
H: 7.1922 -4.3614 -1.2560
C: -2.4897 -6.4468 3.5547
C: 0.7954 3.2897 -2.4015
H: -2.7634 -2.2980 3.6773
H: -1.0647 -0.2483 -0.9687
H: 1.8712 -2.6062 0.7150
H: 3.9740 1.3589 4.5872
H: 2.2719 -0.5450 4.7366
H: 4.1686 -6.7211 5.2004
H: 7.4628 -3.2194 -5.6609
H: -1.3932 0.9519 -8.2918
H: 1.2701 0.7021 2.1927
N: -3.6165 4.8402 4.4889
H: -5.1003 2.9226 5.8320
H: 0.4095 -0.6322 1.6219
H: 5.1661 -5.0912 -6.0876
C: 2.4053 6.5872 3.0723
H: 1.8548 -7.5046 5.0528
C: 2.0800 3.9989 -4.2990
H: -3.1873 -1.6752 5.2275
C: 4.4686 -3.8206 0.2763
H: -4.3705 4.4636 3.8526
H: -2.7341 6.5626 -5.2232
O: 1.0245 -5.1426 0.7560
H: 4.9548 -3.6726 3.5418
H: 3.2966 6.2706 3.5085
H: 7.8982 -7.6560 -0.4682
H: 5.4035 -6.0568 0.4664
H: -8.4130 -1.4181 4.2696
H: 1.1035 5.3661 4.2372
H: 5.0247 -4.2991 -3.8010
H: 4.1521 -0.5162 -0.8527
H: 0.5894 -5.5079 5.1727
C: 2.1401 -6.7170 4.3932
H: -0.1098 8.9736 -6.7089
H: 5.5056 -3.3806 6.1233
H: 4.0235 2.5179 5.9398
H: -4.7449 0.8574 3.5560
N: -4.0247 0.1974 3.7038
H: -0.2618 1.1581 -1.5292
H: -2.2647 -7.6488 5.2282
H: 0.2901 6.2651 1.4439
N: 1.4249 -7.0544 3.1311
H: 8.1326 -1.9744 -0.4474
H: 2.1975 4.6257 -6.2439
C: -3.4606 -6.2060 2.3841
H: -6.0892 5.1790 -2.7575
H: -1.6728 8.9047 -1.9204
H: -0.5236 6.7452 2.9976
C: -7.9517 -2.2919 4.8041
H: 0.7345 1.8144 -9.6806
H: -5.6713 -2.5014 0.1601
H: -2.8133 2.8959 -7.7280
H: 7.2839 -4.5405 -6.9080
N: -1.9197 2.2227 -9.8690
H: -3.2086 -1.3380 -6.4040
N: -5.4737 0.5142 -1.6672
H: 6.8501 -3.1936 5.0213
H: 0.3530 -3.1413 2.0921
C: -2.8976 -7.6352 4.3752
H: -1.3124 3.9014 -7.7290
H: -0.2012 10.4781 -5.6597
H: 1.9880 -3.3676 -0.9066
H: 3.3484 5.6260 -0.3936
H: -8.3762 1.4018 2.7621
H: 3.4613 6.3953 -5.0320
C: -3.5962 -2.1216 4.3215
C: 0.3388 0.4309 1.7441
C: 1.6436 -5.3321 4.9713
H: -0.8697 -4.4628 1.9686
N: -2.4341 6.7022 -4.2687
H: 7.3922 -4.8287 -5.1531
O: -3.3732 -1.5246 -3.8892
O: -5.9011 2.8758 2.6037
C: -1.8852 7.8773 -2.2631
C: -5.9575 -1.0904 4.3322
C: -4.7218 -3.1256 -5.0452
C: -1.7891 8.9392 -4.5543
C: -7.0265 -0.2881 0.2205
H: -1.2117 4.8199 5.4091
C: -2.2312 3.0097 -5.3463
H: 4.1963 -8.8238 0.8115
H: -2.8592 1.8120 -9.8922
O: 1.7409 0.2588 4.9536
H: -1.9122 10.0282 -4.2289
H: 5.5485 -3.9983 0.3893
C: -1.1836 1.9471 -8.6334
H: -3.4552 0.1477 7.6230
H: -3.1585 2.0438 0.9999
H: 9.2257 -7.1950 -2.5527
H: -7.6154 5.1371 3.1532
H: -4.2794 1.7817 -0.1800
C: -4.6131 -1.1920 3.6813
H: 3.1668 3.9504 -4.0918
H: 3.4608 3.4328 -1.7282
H: -2.7591 5.9753 -3.6445
H: 1.9304 -5.1700 0.3246
H: -1.9447 4.4614 -1.3135
C: -7.5793 4.6389 2.1772
H: 4.2464 -2.9231 -0.3172
C: 3.3568 0.0176 -0.3085
H: -5.3813 2.7184 1.7785
H: 1.8996 -4.7132 8.0797
H: -1.8280 3.0491 -4.2819
H: -4.7971 -4.0305 -5.6313
H: -6.3215 6.3587 -1.4267
C: -3.2873 -2.7059 -4.7725
H: -3.4628 -7.1189 1.7452
C: -1.6935 2.9202 -7.5896
H: -1.3460 3.7210 6.6880
H: -2.2836 5.2424 6.7528
H: -6.1853 0.2327 -2.3368
C: 5.3409 -1.6735 3.2183
H: 3.8233 -6.1679 1.3424
C: 0.0173 5.9470 2.4395
H: -0.3654 -4.2758 -0.5585
O: -6.6322 -2.3470 4.3145
O: 1.6637 4.1535 2.6885
H: -0.9259 0.5265 3.5568
H: -2.7970 0.2988 2.3450
H: -2.5469 7.3379 -1.5804
C: -3.1670 -2.3229 -0.3152
H: -8.6456 4.7264 1.8573
H: 0.4568 1.6339 7.0581
H: -4.6406 0.1088 -2.1361
H: 5.5894 4.2703 -0.9999
C: -8.1920 2.4262 3.1370
H: 0.0052 4.2523 -5.9398
H: 2.0422 7.0656 -5.8061
H: 0.4334 -7.0642 3.3361
H: 2.7228 0.5671 6.7161
H: -4.8744 -0.0091 0.2280
H: -2.8031 5.2628 4.0691
H: -9.1838 2.8960 3.1996
H: -2.7202 -3.4559 -4.2800
H: -3.9437 -7.5016 4.6986
C: -0.8876 0.8855 2.4969
H: 5.5121 2.7274 -0.3613
O: -4.1906 -2.1450 -1.2616
H: -2.6640 2.9219 4.7674
C: 8.6911 -5.8343 -1.0007
H: -2.8297 -8.5200 3.8361
H: 6.9806 -6.7541 -1.4227
H: -2.5767 2.8325 -1.8469
H: 2.7161 6.9237 2.0530
C: -4.1192 3.1001 6.2985
H: 3.3084 -1.8374 -3.4048
C: -7.1817 3.1898 2.2193
H: 3.2811 -3.4878 -2.8493
O: -4.4561 5.5161 -1.4733
H: 1.2079 0.5784 -4.0935
H: -3.6855 -1.7962 -3.0097
C: 1.5594 -4.3535 7.1115
H: -7.7471 2.3530 4.1282
H: 4.5452 -1.2885 2.6134
O: -3.4888 1.9064 6.6744
C: -0.8145 0.2231 -1.8375
N: 4.8025 -6.9831 -1.9274
H: -5.9698 -0.7012 5.3511
H: 3.9105 -5.8882 3.6735
H: -6.5107 -0.3563 3.8105
O: 1.4644 4.3560 -3.0832
C: 3.5063 3.6592 -0.6234
H: -0.5234 0.2867 -4.5081
H: 0.6990 -0.9937 -4.6403
C: -4.2000 0.9298 7.3405
H: 1.6387 2.8454 7.0355
H: -0.9011 2.7076 1.5363
H: -4.8373 -1.4417 2.6302
H: 1.5538 -3.2603 7.0214
H: 5.2832 4.0590 0.7369
H: 0.4975 -4.6245 7.0465
C: -3.0546 3.7681 5.3351
C: -2.3326 3.5153 -0.9596
C: -4.7713 4.2778 -0.8646
H: 7.9741 -2.0439 -2.2899
H: -5.5610 4.3830 -0.1252
H: 3.9088 -7.6705 3.7257
C: 0.3285 -3.9897 0.2595
H: -4.3154 3.7918 7.1951
H: 1.7803 2.3112 -0.3048
H: -5.0651 3.5869 -1.6842
H: -5.3897 -2.3168 -5.4550
H: 2.0623 7.5035 3.6412